Entry 1:
Density functional theory data (wB97M-V/def2-TZVPD) for a molecular structure, C40H84BN6O10S2 at a distorted geometry.

Each line ends with the Mulliken spin population.
Element x y z (Å)
C -4.233 -2.081 -0.919  0.00
C -3.941 -1.390 -2.238  0.00
N -4.691 -0.146 -2.452  0.00
S -4.248 1.089 -1.392  0.00
O -2.822 0.986 -1.208  0.00
O -4.618 2.321 -1.999  0.00
N -4.886 0.821 0.038  0.00
S -6.490 1.035 0.139  0.00
O -7.148 1.354 -1.103  0.00
O -6.750 1.917 1.245  0.00
B -7.274 -0.590 0.695  0.00
O -6.507 -1.496 1.345  0.00
O -8.583 -0.777 0.404  0.00
C -8.701 -1.592 -0.796  0.00
C -9.390 -0.805 -1.898  0.00
H -5.236 -1.859 -0.608  0.00
H -4.158 -3.151 -1.057  0.00
H -3.540 -1.764 -0.163  0.00
H -4.238 -2.066 -3.029  0.00
H -2.870 -1.258 -2.336  0.00
H -4.428 0.201 -3.367  0.00
H -6.810 -2.386 1.106  0.00
H -9.250 -2.482 -0.529  0.00
H -7.713 -1.869 -1.153  0.00
H -8.791 -0.812 -2.790  0.00
H -9.505 0.211 -1.573  0.00
H -10.360 -1.229 -2.103  0.00
C -3.867 5.168 1.387  0.03
C -4.298 5.773 0.026  0.01
C -3.229 5.509 -1.035  0.03
C -1.976 6.368 -0.871  -0.03
C -2.340 7.850 -0.781  0.04
C -3.378 8.140 0.303  0.02
N -4.562 7.243 0.166  0.37
O -5.319 7.666 -0.783  0.55
C -2.725 7.989 1.689  0.02
C -3.816 9.596 0.216  -0.01
C -5.557 5.024 -0.371  -0.02
H -2.791 4.993 1.453  0.00
H -4.160 5.805 2.221  -0.02
H -4.352 4.207 1.550  0.00
H -3.655 5.696 -2.025  0.00
H -2.967 4.450 -1.012  0.00
H -1.410 6.060 0.014  0.00
H -1.312 6.208 -1.724  0.00
H -1.443 8.445 -0.586  0.00
H -2.726 8.179 -1.751  0.01
H -3.470 8.090 2.478  -0.01
H -1.980 8.774 1.830  0.00
H -2.210 7.041 1.824  0.00
H -4.200 9.850 -0.769  0.00
H -2.963 10.244 0.417  0.00
H -4.592 9.813 0.952  0.00
H -6.365 5.187 0.344  -0.01
H -5.326 3.962 -0.389  0.00
H -5.913 5.290 -1.364  0.00
C 2.763 3.365 -2.332  0.02
C 2.061 2.008 -2.063  0.03
C 0.602 2.236 -1.666  0.04
C 0.425 2.790 -0.258  -0.03
C 1.161 1.922 0.759  0.03
C 2.634 1.718 0.405  0.06
N 2.793 1.245 -1.007  0.36
O 2.519 -0.010 -1.106  0.55
C 3.398 3.035 0.631  0.00
C 3.268 0.722 1.364  -0.04
C 2.097 1.248 -3.380  -0.02
H 2.244 4.206 -1.872  0.00
H 3.792 3.364 -1.976  -0.01
H 2.812 3.572 -3.400  0.00
H 0.050 1.294 -1.732  -0.01
H 0.139 2.911 -2.388  0.00
H 0.776 3.826 -0.202  0.00
H -0.639 2.816 -0.017  0.00
H 1.091 2.372 1.752  0.00
H 0.662 0.951 0.824  0.00
H 4.431 2.948 0.289  -0.01
H 3.420 3.265 1.696  0.00
H 2.944 3.891 0.137  0.00
H 2.744 -0.230 1.383  0.01
H 3.246 1.125 2.377  0.00
H 4.311 0.536 1.097  0.00
H 3.124 1.036 -3.687  0.00
H 1.627 1.854 -4.152  0.00
H 1.552 0.308 -3.326  0.01
C 4.676 -5.224 5.496  0.02
C 3.416 -4.967 4.628  0.01
C 3.780 -5.000 3.143  0.05
C 4.552 -3.769 2.672  -0.02
C 3.808 -2.489 3.051  0.03
C 3.466 -2.418 4.537  0.02
N 2.784 -3.665 4.992  0.36
O 1.551 -3.652 4.628  0.56
C 4.753 -2.168 5.346  0.02
C 2.580 -1.209 4.802  -0.01
C 2.457 -6.112 4.923  -0.01
H 5.606 -5.035 4.959  0.00
H 4.672 -4.614 6.396  -0.02
H 4.712 -6.260 5.831  0.00
H 2.863 -5.081 2.554  -0.01
H 4.359 -5.904 2.941  0.00
H 5.563 -3.765 3.092  0.00
H 4.675 -3.809 1.589  0.00
H 4.407 -1.620 2.774  0.00
H 2.889 -2.430 2.460  0.01
H 4.550 -2.214 6.417  -0.01
H 5.134 -1.172 5.123  0.00
H 5.555 -2.866 5.118  0.00
H 1.678 -1.220 4.195  0.00
H 3.129 -0.300 4.560  0.00
H 2.287 -1.162 5.852  -0.01
H 2.147 -6.104 5.969  0.00
H 2.960 -7.057 4.722  0.00
H 1.566 -6.075 4.300  0.00
C 3.169 -5.185 -0.758  0.06
C 2.739 -5.515 -2.208  -0.01
C 3.796 -6.384 -2.891  0.02
C 5.063 -5.622 -3.276  -0.02
C 4.714 -4.384 -4.103  0.02
C 3.691 -3.480 -3.417  0.00
N 2.498 -4.264 -2.982  0.35
O 1.738 -4.508 -3.991  0.57
C 4.357 -2.756 -2.231  0.04
C 3.263 -2.374 -4.370  -0.01
C 1.447 -6.314 -2.091  -0.01
H 4.241 -5.308 -0.595  0.00
H 2.897 -4.168 -0.481  -0.02
H 2.666 -5.839 -0.048  0.00
H 3.366 -6.823 -3.797  0.01
H 4.047 -7.219 -2.232  0.00
H 5.631 -5.341 -2.386  0.00
H 5.716 -6.277 -3.857  0.00
H 5.617 -3.807 -4.310  0.00
H 4.323 -4.708 -5.073  0.01
H 3.628 -2.178 -1.662  -0.02
H 5.103 -2.056 -2.607  0.00
H 4.878 -3.423 -1.546  0.00
H 2.873 -2.767 -5.307  0.00
H 4.123 -1.748 -4.605  0.00
H 2.500 -1.745 -3.914  0.00
H 0.657 -5.715 -1.637  0.00
H 1.624 -7.184 -1.460  0.00
H 1.095 -6.672 -3.056  0.00

Calculated values
* 2S+1: 5
* total charge: -1



Entry 2:
Density functional theory data (wB97M-V/def2-TZVPD) for 10 unconnected molecules or ions with the total composition C40H88F8N10O20S8 at a distorted geometry.

Each line ends with the Mulliken charge.
Element x y z (Å)
C 0.637 -2.057 0.553  -0.95
C 0.082 -1.004 1.503  0.59
O 0.768 -0.150 2.098  -0.42
N -1.520 -0.928 1.448  -0.21
H -1.961 -1.806 1.683  0.38
H -1.908 -0.285 2.124  0.39
C -2.022 -0.472 0.052  -0.86
H 1.709 -1.867 0.499  0.31
H 0.158 -1.884 -0.411  0.33
H 0.572 -3.109 0.828  0.34
H -1.518 0.487 -0.067  0.41
H -3.065 -0.178 0.178  0.37
H -1.831 -1.215 -0.722  0.32
C 13.030 -2.278 -1.708  -0.92
C 11.767 -1.471 -1.497  0.54
O 10.735 -1.544 -2.221  -0.39
N 11.845 -0.616 -0.197  -0.20
H 11.993 -1.234 0.588  0.38
H 12.596 0.040 -0.357  0.39
C 10.561 0.204 0.098  -0.85
H 12.766 -3.320 -1.527  0.30
H 13.810 -2.040 -0.985  0.35
H 13.343 -2.177 -2.747  0.33
H 10.761 0.830 0.968  0.36
H 9.729 -0.390 0.475  0.34
H 10.253 0.787 -0.770  0.37
C 6.177 9.063 0.805  -1.54
C 5.533 9.583 2.110  1.22
C 6.614 10.091 3.160  -1.26
C 7.298 11.432 2.677  -0.65
C 6.157 12.442 2.497  -1.26
C 5.072 12.162 1.477  1.37
N 4.509 10.683 1.784  0.62
O 3.139 10.410 1.675  -0.23
C 5.601 12.198 0.026  -1.59
C 3.920 13.169 1.659  -1.62
C 4.794 8.419 2.848  -1.54
H 6.763 9.808 0.268  0.29
H 5.345 8.791 0.155  0.45
H 6.786 8.165 0.910  0.39
H 7.342 9.356 3.501  0.43
H 6.054 10.269 4.078  0.50
H 7.763 11.214 1.715  0.32
H 8.040 11.679 3.436  0.41
H 6.499 13.436 2.207  0.45
H 5.631 12.490 3.450  0.47
H 4.983 11.550 -0.596  0.46
H 6.618 11.914 -0.243  0.35
H 5.646 13.232 -0.314  0.41
H 4.328 14.175 1.574  0.46
H 3.576 13.259 2.689  0.43
H 3.244 13.006 0.820  0.41
H 5.448 7.554 2.742  0.43
H 3.847 8.133 2.389  0.42
H 4.738 8.492 3.934  0.40
C 7.641 -9.313 -2.268  -1.76
C 6.741 -10.455 -1.806  1.26
C 7.709 -11.637 -1.425  -1.05
C 7.086 -12.722 -0.625  -0.61
C 6.614 -12.106 0.705  -1.18
C 5.520 -10.900 0.587  1.35
N 5.966 -9.978 -0.540  0.75
O 5.404 -8.716 -0.540  -0.25
C 5.356 -10.147 1.912  -1.68
C 4.198 -11.591 0.162  -1.60
C 5.762 -10.906 -2.845  -1.57
H 6.996 -8.491 -2.581  0.46
H 8.279 -9.555 -3.118  0.40
H 8.348 -8.954 -1.521  0.41
H 8.539 -11.272 -0.820  0.38
H 8.150 -12.126 -2.293  0.50
H 7.841 -13.490 -0.460  0.40
H 6.316 -13.241 -1.196  0.34
H 7.449 -11.845 1.356  0.42
H 6.103 -12.848 1.319  0.45
H 6.278 -9.691 2.272  0.41
H 4.926 -10.789 2.682  0.40
H 4.701 -9.276 1.914  0.43
H 3.621 -12.008 0.987  0.44
H 4.263 -12.423 -0.540  0.32
H 3.558 -10.853 -0.320  0.42
H 5.220 -10.062 -3.272  0.43
H 5.051 -11.686 -2.570  0.31
H 6.305 -11.267 -3.719  0.42
C -0.762 5.230 -11.090  -1.35
C -1.821 4.656 -10.081  -0.23
C -1.718 3.165 -9.925  -0.92
N -2.844 2.451 -9.165  0.09
C -2.927 3.031 -7.718  -0.93
C -2.665 0.908 -9.102  -0.61
C -4.065 0.358 -8.855  -0.52
C -5.057 1.429 -9.242  -0.62
C -4.192 2.516 -9.917  -0.51
H 0.273 4.923 -10.935  0.37
H -0.700 6.286 -10.830  0.39
H -1.075 5.130 -12.129  0.36
H -2.836 4.964 -10.331  0.26
H -1.551 5.085 -9.116  0.36
H -0.827 2.958 -9.332  0.50
H -1.573 2.637 -10.867  0.37
H -3.664 2.513 -7.105  0.41
H -3.233 4.077 -7.738  0.33
H -1.916 2.946 -7.319  0.39
H -1.949 0.720 -8.302  0.37
H -2.277 0.546 -10.054  0.37
H -4.211 0.063 -7.816  0.30
H -4.151 -0.486 -9.539  0.34
H -5.604 1.692 -8.337  0.34
H -5.700 0.897 -9.942  0.32
H -4.584 3.533 -9.893  0.42
H -3.948 2.281 -10.952  0.39
C -12.078 1.618 7.757  -1.43
C -11.372 0.332 7.486  -0.33
C -9.957 0.086 8.135  -0.66
N -9.419 -1.275 7.714  0.11
C -8.944 -1.243 6.208  -0.88
C -10.250 -2.488 8.081  -0.73
C -9.988 -2.710 9.589  -0.48
C -8.752 -1.972 9.987  -0.55
C -8.165 -1.525 8.640  -0.72
H -12.010 2.004 8.774  0.32
H -13.106 1.499 7.416  0.38
H -11.585 2.332 7.096  0.35
H -11.459 -0.070 6.476  0.40
H -12.056 -0.313 8.037  0.25
H -10.077 0.160 9.216  0.36
H -9.270 0.907 7.930  0.46
H -8.728 -0.218 5.906  0.33
H -9.772 -1.541 5.565  0.40
H -8.156 -1.994 6.144  0.40
H -9.685 -3.258 7.555  0.45
H -11.298 -2.498 7.779  0.38
H -10.011 -3.788 9.753  0.41
H -10.831 -2.404 10.208  0.27
H -8.031 -2.658 10.431  0.32
H -8.906 -1.112 10.639  0.34
H -7.573 -2.339 8.222  0.45
H -7.469 -0.688 8.694  0.39
N 3.686 0.855 -5.860  -0.24
S 4.742 -0.160 -5.971  1.08
O 4.787 -1.166 -4.897  -0.61
O 5.998 0.274 -6.563  -0.58
F 4.114 -1.172 -7.136  -0.33
S 4.515 1.826 -4.740  1.09
O 5.540 2.737 -5.238  -0.55
O 4.727 1.266 -3.422  -0.55
F 3.309 2.911 -4.398  -0.31
N -13.036 0.577 -3.674  -0.21
S -13.873 -0.334 -4.478  1.07
O -15.052 -0.978 -3.848  -0.61
O -13.338 -1.066 -5.608  -0.58
F -14.574 0.928 -5.176  -0.33
S -12.207 -0.740 -3.015  1.09
O -11.177 -1.446 -3.794  -0.57
O -12.877 -1.311 -1.860  -0.56
F -11.161 0.205 -2.270  -0.30
N -3.650 3.743 4.937  -0.25
S -3.113 4.042 6.322  1.05
O -4.101 4.046 7.411  -0.59
O -1.892 4.813 6.441  -0.58
F -2.523 2.582 6.638  -0.32
S -4.252 5.354 4.641  1.05
O -3.193 6.273 4.264  -0.54
O -5.510 5.787 5.336  -0.54
F -4.820 5.005 3.191  -0.27
N -3.455 -6.069 3.765  -0.25
S -4.061 -7.083 2.838  1.07
O -5.249 -7.854 3.257  -0.57
O -3.178 -7.594 1.804  -0.59
F -4.844 -5.986 1.926  -0.34
S -2.881 -7.301 4.808  1.06
O -2.217 -8.555 4.313  -0.54
O -3.690 -7.411 6.025  -0.57
F -1.664 -6.503 5.474  -0.27

Calculated values
* total charge: +2



Entry 3:
Density functional theory data (wB97M-V/def2-TZVPD) for 8 unconnected molecules or ions with the total composition C40H90N2O18 at a distorted geometry.

Each line ends with the Mulliken charge.
Element x y z (Å)
C 18.724 23.248 15.817  -0.84
O 18.887 21.891 15.687  -0.33
C 17.671 21.173 15.808  -0.31
C 18.012 19.670 15.471  -0.21
O 18.695 19.178 16.540  -0.25
C 18.901 17.773 16.423  -0.33
C 19.178 17.141 17.756  -0.42
O 20.513 17.384 18.099  -0.33
C 20.957 16.627 19.228  -0.73
H 18.152 23.636 15.000  0.31
H 19.692 23.751 15.697  0.28
H 18.337 23.576 16.742  0.34
H 16.892 21.503 15.080  0.18
H 17.208 21.264 16.814  0.29
H 18.531 19.534 14.574  0.45
H 17.070 19.113 15.373  0.04
H 19.803 17.634 15.733  0.29
H 18.065 17.188 15.916  0.15
H 18.956 16.035 17.791  0.41
H 18.468 17.682 18.395  0.22
H 21.999 16.894 19.459  0.24
H 20.988 15.561 18.851  0.28
H 20.261 16.836 20.027  0.30
C 12.751 18.687 25.613  -0.66
O 13.585 17.603 25.319  -0.33
C 13.649 17.321 23.904  -0.70
C 14.530 16.116 23.585  -0.54
O 13.922 14.920 23.988  -0.31
C 14.912 13.913 24.290  -0.55
C 14.248 12.556 24.601  -0.73
O 13.446 12.104 23.550  -0.05
C 12.922 10.876 23.895  -0.98
H 13.148 19.665 25.184  0.25
H 12.620 18.770 26.684  0.25
H 11.744 18.482 25.142  0.28
H 14.142 18.211 23.495  0.42
H 12.675 17.277 23.466  0.48
H 15.461 16.263 24.174  0.34
H 14.808 16.077 22.556  0.35
H 15.458 14.238 25.139  0.46
H 15.589 13.769 23.436  0.28
H 13.657 12.710 25.553  0.40
H 14.996 11.772 24.807  0.42
H 12.307 10.415 23.139  0.24
H 12.403 10.955 24.844  0.39
H 13.777 10.173 24.091  0.34
C 13.590 9.506 20.565  -0.93
O 13.610 10.930 20.425  -0.20
C 14.969 11.427 20.497  -0.57
C 14.973 12.930 20.014  -0.49
O 14.606 12.921 18.655  -0.37
C 14.259 14.228 18.220  0.06
C 13.969 14.248 16.726  0.09
O 12.813 13.409 16.349  -0.43
C 11.618 14.077 16.623  -0.59
H 14.227 8.882 19.934  0.33
H 12.555 9.097 20.511  0.27
H 13.925 9.247 21.578  0.32
H 15.751 10.843 20.008  0.42
H 15.237 11.512 21.579  0.24
H 15.977 13.357 20.222  0.31
H 14.230 13.499 20.598  0.31
H 15.108 14.897 18.384  0.36
H 13.408 14.566 18.826  -0.18
H 14.798 13.943 16.067  0.23
H 13.760 15.292 16.396  -0.02
H 10.707 13.592 16.262  0.44
H 11.509 15.097 16.265  0.27
H 11.406 14.089 17.692  -0.02
C 10.467 20.242 8.736  -0.69
O 11.171 21.426 9.164  -0.37
C 10.724 21.831 10.442  -0.68
C 11.901 22.535 11.138  -0.47
O 12.760 21.502 11.501  -0.05
C 13.736 21.860 12.387  -0.71
C 14.660 20.648 12.685  -0.43
O 13.849 19.699 13.364  -0.20
C 13.653 19.927 14.812  -0.18
H 11.006 19.697 7.937  0.26
H 9.478 20.492 8.363  0.29
H 10.492 19.493 9.570  0.29
H 10.613 20.917 11.010  0.39
H 9.808 22.434 10.409  0.41
H 11.473 23.030 12.003  0.25
H 12.343 23.291 10.495  0.34
H 13.233 22.161 13.321  0.29
H 14.364 22.651 12.037  0.35
H 15.673 20.974 13.133  0.19
H 14.883 20.323 11.673  0.40
H 12.775 20.560 14.965  0.06
H 14.528 20.434 15.307  0.10
H 13.560 19.023 15.386  0.07
C 17.977 11.476 12.273  -0.60
O 17.758 11.117 10.936  -0.38
C 17.204 12.162 10.193  -0.54
C 15.716 12.383 10.483  -0.65
O 15.556 13.212 11.612  -0.25
C 14.196 13.308 12.113  -0.96
C 14.094 14.299 13.234  0.10
O 14.030 15.595 12.686  -0.45
C 14.344 16.596 13.680  -0.21
H 17.050 11.671 12.721  0.22
H 18.634 12.364 12.354  0.27
H 18.464 10.707 12.821  0.28
H 17.234 11.909 9.108  0.32
H 17.778 13.104 10.266  0.33
H 15.259 11.417 10.622  0.38
H 15.141 12.826 9.673  0.47
H 13.897 12.322 12.514  0.38
H 13.555 13.614 11.311  0.41
H 14.984 14.235 13.864  0.20
H 13.232 14.017 13.842  0.13
H 15.262 16.363 14.213  0.22
H 13.527 16.578 14.390  0.11
H 14.345 17.583 13.213  0.19
C 7.750 22.205 13.406  -0.55
O 8.235 22.475 14.698  -0.37
C 9.585 22.220 14.803  -0.10
C 9.930 22.021 16.283  -0.81
O 9.573 20.686 16.686  -0.27
C 9.964 20.357 17.999  -0.67
C 9.670 19.022 18.553  -0.12
O 8.343 18.991 18.979  -0.37
C 7.790 17.682 19.302  -0.68
H 8.393 22.580 12.647  0.11
H 6.866 22.811 13.210  0.31
H 7.632 21.113 13.304  0.30
H 10.269 23.056 14.409  0.19
H 9.790 21.300 14.221  0.28
H 9.375 22.789 16.817  0.32
H 10.949 22.067 16.568  0.51
H 9.503 21.162 18.663  0.27
H 11.036 20.455 18.057  0.32
H 10.437 18.894 19.365  0.23
H 9.927 18.338 17.761  0.24
H 8.272 17.226 20.205  0.20
H 7.876 16.915 18.517  0.29
H 6.725 17.830 19.511  0.35
C 9.105 14.251 20.106  -1.05
C 10.201 15.092 19.742  0.35
N 11.045 15.817 19.458  -0.18
H 8.115 14.735 19.985  0.31
H 9.307 13.812 21.053  0.33
H 9.042 13.393 19.393  0.34
C 14.211 17.691 19.521  -0.68
C 14.661 17.524 18.169  0.38
N 15.075 17.390 17.094  -0.22
H 15.063 18.143 20.112  0.31
H 13.719 16.793 19.950  0.09
H 13.494 18.524 19.541  0.25

Calculated values
* structure (SMILES): COCCOCCOC.COCCOCCOC.COCCOCCOC.COCCOCCOC.COCCOCCOC.COCCOCCOC.CC#N.CC#N



Total energy
In order: -3476.550165; -7612.195372; -3041.396247
Unit: Eh